DFT (ωB97M-V/def2-TZVPD) results for a 11-piece molecular cluster, C66H165N11O22 overall in a non-equilibrium geometry.

Each line ends with the Mulliken charge.
Cartesian coordinates (Å):
C 0.00 12.77 -5.05  -0.7378
O 1.10 13.68 -5.05  -0.2901
C 0.84 14.87 -5.79  -0.6369
C 2.11 15.73 -6.07  -0.4849
N 2.70 16.11 -4.77  -0.4367
C 4.01 16.75 -5.03  -0.7405
C 3.97 18.17 -5.76  -0.7145
O 4.33 18.22 -7.13  -0.3295
C 4.04 19.43 -7.73  -0.7958
H 0.01 12.30 -6.03  0.3124
H -0.97 13.21 -4.83  0.2914
H 0.21 11.94 -4.38  0.2291
H 0.14 15.47 -5.20  0.3128
H 0.38 14.55 -6.72  0.4118
H 1.81 16.58 -6.69  0.3272
H 2.83 15.14 -6.64  0.3624
H 2.90 15.27 -4.25  0.2605
H 4.83 16.11 -5.36  0.4012
H 4.29 16.95 -3.99  0.4076
H 4.74 18.82 -5.35  0.4888
H 3.07 18.74 -5.51  0.4349
H 4.71 20.27 -7.54  0.3063
H 3.02 19.78 -7.54  0.3439
H 4.01 19.31 -8.81  0.2766
C 3.97 -2.11 0.60  -0.6219
O 4.99 -1.89 -0.35  -0.3402
C 4.60 -1.13 -1.48  -0.6500
C 4.88 -1.94 -2.72  -0.5715
N 3.90 -3.00 -2.92  -0.1810
C 4.25 -3.95 -3.98  -0.8091
C 4.09 -3.37 -5.38  -0.4228
O 3.99 -4.43 -6.25  -0.3543
C 4.09 -4.09 -7.64  -0.7533
H 4.38 -2.40 1.57  0.2639
H 3.21 -2.79 0.20  0.1847
H 3.55 -1.13 0.80  0.3372
H 5.41 -0.39 -1.47  0.3150
H 3.62 -0.64 -1.52  0.4091
H 5.84 -2.44 -2.59  0.3743
H 4.91 -1.33 -3.63  0.3712
H 3.80 -3.59 -2.11  0.1435
H 3.62 -4.84 -3.98  0.4252
H 5.22 -4.43 -3.89  0.2907
H 4.97 -2.81 -5.69  0.3901
H 3.27 -2.66 -5.43  0.3245
H 5.08 -4.39 -7.98  0.2760
H 3.90 -3.05 -7.87  0.3256
H 3.37 -4.58 -8.30  0.2781
C -0.49 -11.70 -2.62  -0.7511
O -1.27 -12.14 -1.48  -0.2813
C -0.67 -13.05 -0.57  -0.6113
C -1.78 -13.61 0.29  -0.6258
N -2.19 -12.63 1.29  -0.3439
C -3.46 -13.01 1.94  -0.6084
C -3.81 -12.06 3.11  -0.6937
O -4.07 -10.73 2.65  -0.3265
C -3.80 -9.71 3.70  -0.6980
H -1.07 -10.89 -3.07  0.2408
H -0.45 -12.52 -3.34  0.2936
H 0.51 -11.34 -2.43  0.2978
H 0.14 -12.60 0.01  0.3253
H -0.20 -13.83 -1.17  0.4582
H -1.41 -14.51 0.79  0.3713
H -2.59 -13.98 -0.33  0.3312
H -2.22 -11.73 0.84  0.2567
H -3.39 -14.02 2.32  0.3972
H -4.31 -12.85 1.28  0.3306
H -2.98 -12.06 3.81  0.3820
H -4.69 -12.37 3.68  0.4105
H -2.75 -9.75 4.00  0.3005
H -4.38 -9.97 4.58  0.3025
H -4.16 -8.75 3.34  0.2417
C -7.74 -8.19 -3.61  -0.6896
O -6.89 -8.21 -4.76  -0.3051
C -6.27 -6.92 -4.96  -0.6071
C -5.18 -6.91 -6.06  -0.4130
N -4.79 -5.57 -6.38  -0.3739
C -3.83 -5.59 -7.52  -0.5637
C -4.48 -5.68 -8.90  -0.4236
O -3.47 -5.50 -9.93  -0.3388
C -3.92 -5.91 -11.20  -0.7115
H -8.25 -9.15 -3.55  0.2515
H -8.54 -7.47 -3.78  0.2985
H -7.19 -7.94 -2.70  0.2887
H -5.81 -6.58 -4.04  0.2804
H -7.01 -6.18 -5.25  0.3568
H -5.63 -7.26 -6.99  0.2521
H -4.30 -7.43 -5.69  0.3129
H -4.22 -5.23 -5.62  0.2750
H -3.09 -6.39 -7.41  0.2588
H -3.25 -4.67 -7.51  0.4059
H -5.30 -4.97 -8.99  0.2854
H -4.89 -6.66 -9.13  0.3095
H -4.93 -5.55 -11.41  0.3041
H -3.97 -7.00 -11.24  0.2966
H -3.18 -5.52 -11.90  0.2501
C 2.78 6.92 -2.50  -0.7717
O 3.44 8.12 -2.16  -0.3044
C 3.99 8.07 -0.82  -0.4904
C 4.46 9.44 -0.44  -0.9491
N 3.51 10.52 -0.48  -0.3870
C 2.54 10.38 0.58  -0.7794
C 3.08 10.41 2.04  -0.6100
O 3.41 9.09 2.50  -0.2285
C 3.41 9.05 3.90  -0.8027
H 2.33 7.05 -3.48  0.2583
H 2.01 6.56 -1.82  0.3099
H 3.56 6.17 -2.63  0.3016
H 4.75 7.30 -0.77  0.4631
H 3.25 7.76 -0.08  0.3699
H 5.29 9.59 -1.13  0.3853
H 4.91 9.43 0.55  0.3983
H 3.04 10.43 -1.37  0.3642
H 1.89 9.52 0.38  0.3520
H 1.87 11.24 0.57  0.4210
H 2.20 10.69 2.63  0.5149
H 3.78 11.24 2.17  0.3213
H 3.96 8.11 3.99  0.2295
H 2.41 8.88 4.29  0.3040
H 3.92 9.88 4.39  0.3294
C 0.81 -5.69 -0.28  -0.8252
O -0.02 -4.58 0.08  -0.2646
C -1.30 -4.58 -0.56  -0.7310
C -1.97 -3.26 -0.40  -0.5201
N -1.61 -2.37 -1.49  -0.3831
C -1.80 -0.96 -1.14  -0.6233
C -3.21 -0.51 -0.88  -0.4760
O -3.30 0.90 -0.66  -0.3560
C -3.64 1.62 -1.79  -0.6869
H 0.44 -6.52 0.31  0.3296
H 1.86 -5.57 -0.01  0.2560
H 0.87 -5.96 -1.34  0.3421
H -1.91 -5.32 -0.05  0.4179
H -1.20 -4.89 -1.60  0.3702
H -1.80 -2.85 0.60  0.3197
H -3.05 -3.34 -0.54  0.3856
H -0.61 -2.50 -1.60  0.2415
H -1.38 -0.34 -1.93  0.3989
H -1.31 -0.55 -0.25  0.3247
H -3.54 -0.93 0.07  0.2379
H -3.91 -0.79 -1.66  0.3965
H -3.84 2.64 -1.47  0.2564
H -4.53 1.26 -2.30  0.3028
H -2.86 1.58 -2.56  0.2816
C -5.83 6.77 -15.37  -0.7226
O -5.47 7.13 -14.03  -0.3104
C -5.53 8.48 -13.77  -0.6146
C -5.27 8.77 -12.32  -0.6187
N -6.48 8.54 -11.53  -0.3788
C -6.16 8.86 -10.15  -0.5900
C -7.48 9.03 -9.38  -0.5316
O -7.36 8.29 -8.18  -0.3302
C -8.35 8.75 -7.28  -0.8142
H -6.84 7.13 -15.55  0.3120
H -5.82 5.69 -15.45  0.2476
H -5.15 7.15 -16.14  0.2867
H -6.52 8.85 -14.02  0.3387
H -4.69 8.95 -14.29  0.3475
H -4.94 9.80 -12.22  0.4407
H -4.47 8.15 -11.92  0.3737
H -6.62 7.54 -11.61  0.2358
H -5.64 9.82 -10.11  0.3398
H -5.52 8.13 -9.66  0.3537
H -8.35 8.61 -9.88  0.3447
H -7.75 10.07 -9.18  0.3448
H -8.17 9.81 -7.08  0.3339
H -8.30 8.31 -6.28  0.2984
H -9.40 8.69 -7.55  0.3133
C 5.02 -8.19 7.40  -0.7259
O 5.53 -8.49 8.68  -0.2856
C 4.72 -9.19 9.63  -0.5688
C 5.42 -9.23 11.00  -0.8484
N 6.68 -9.89 10.96  -0.3140
C 6.83 -11.36 10.80  -0.5407
C 8.33 -11.74 10.57  -0.5399
O 8.85 -10.79 9.65  -0.2802
C 10.06 -11.19 9.05  -0.8237
H 5.83 -7.70 6.86  0.2283
H 4.09 -7.63 7.44  0.2818
H 4.68 -9.10 6.90  0.3027
H 4.54 -10.20 9.27  0.3422
H 3.76 -8.69 9.77  0.4643
H 4.71 -9.57 11.74  0.4289
H 5.48 -8.15 11.18  0.3154
H 7.13 -9.53 10.13  0.3332
H 6.19 -11.68 9.98  0.2679
H 6.46 -11.76 11.74  0.3472
H 8.35 -12.78 10.24  0.3762
H 8.94 -11.63 11.47  0.3513
H 10.85 -11.27 9.79  0.2917
H 10.27 -10.51 8.23  0.2786
H 9.97 -12.09 8.44  0.3175
C 8.65 -17.43 -4.58  -0.7103
O 9.39 -16.68 -3.58  -0.4208
C 9.09 -15.27 -3.52  -0.4253
C 7.68 -15.00 -2.92  -0.4957
N 7.35 -13.57 -2.72  -0.3909
C 8.09 -12.97 -1.61  -0.5234
C 7.74 -13.55 -0.25  -0.4263
O 8.26 -12.58 0.64  -0.3079
C 8.04 -12.88 2.02  -0.7610
H 8.36 -16.79 -5.42  0.3253
H 7.73 -17.83 -4.15  0.2693
H 9.15 -18.33 -4.91  0.2610
H 9.35 -14.76 -4.45  0.3609
H 9.84 -14.78 -2.90  0.2778
H 7.56 -15.51 -1.96  0.2484
H 6.91 -15.40 -3.59  0.3235
H 7.50 -13.03 -3.56  0.2740
H 7.81 -11.92 -1.65  0.3760
H 9.15 -13.04 -1.83  0.2238
H 8.12 -14.55 -0.08  0.3424
H 6.65 -13.47 -0.16  0.3048
H 8.46 -13.84 2.34  0.2906
H 6.98 -12.90 2.26  0.3134
H 8.39 -12.09 2.69  0.2705
C -5.87 9.77 5.04  -0.7442
O -6.37 10.10 6.34  -0.2927
C -5.40 9.99 7.40  -0.7770
C -5.98 10.67 8.64  -0.3324
N -5.70 12.08 8.67  -0.3699
C -6.06 12.74 9.91  -0.7397
C -7.52 12.58 10.33  -0.5335
O -7.96 11.24 10.73  -0.3304
C -7.55 11.01 12.10  -0.8127
H -4.99 10.36 4.78  0.3124
H -6.72 10.10 4.45  0.2409
H -5.70 8.71 4.91  0.2791
H -4.37 10.26 7.17  0.3901
H -5.34 8.92 7.60  0.3482
H -5.66 10.07 9.49  0.3646
H -7.06 10.51 8.62  0.3299
H -6.24 12.50 7.92  0.2691
H -5.94 13.82 9.75  0.3589
H -5.36 12.50 10.71  0.3576
H -8.13 12.89 9.48  0.3255
H -7.83 13.22 11.16  0.4290
H -6.49 11.12 12.31  0.2979
H -7.78 10.00 12.44  0.3006
H -8.05 11.62 12.86  0.3285
C -3.95 4.58 13.93  -0.7451
O -2.90 4.01 13.11  -0.3359
C -2.09 5.01 12.44  -0.6272
C -1.37 4.41 11.20  -0.6972
N -2.34 4.02 10.21  -0.3095
C -1.69 3.61 8.99  -0.6815
C -2.66 2.75 8.13  -0.6534
O -2.91 1.54 8.80  -0.2982
C -4.07 0.85 8.40  -0.7341
H -4.35 3.80 14.59  0.2574
H -4.84 4.86 13.37  0.2992
H -3.61 5.41 14.54  0.3015
H -1.40 5.41 13.19  0.4221
H -2.72 5.84 12.11  0.3625
H -0.64 3.67 11.52  0.3951
H -0.82 5.26 10.78  0.4012
H -2.78 3.17 10.55  0.2383
H -0.71 3.15 9.11  0.3943
H -1.46 4.48 8.38  0.3687
H -2.20 2.55 7.16  0.4412
H -3.56 3.35 8.02  0.3549
H -3.84 0.46 7.41  0.3010
H -4.98 1.46 8.37  0.3150
H -4.23 0.02 9.08  0.2299

orbital gap	8.669	eV
charge	0
SMILES string	COCCNCCOC.COCCNCCOC.COCCNCCOC.COCCNCCOC.COCCNCCOC.COCCNCCOC.COCCNCCOC.COCCNCCOC.COCCNCCOC.COCCNCCOC.COCCNCCOC
HOMO energy	-0.30728	Ha
strongest force on any atom	2.70	eV Å⁻¹
ΔE to the lowest compared entry with this formula, charge and spin	725.3	kJ/mol